# C19H27N3O3

C19H27N3O3 in the gas phase (wB97M-V/def2-TZVPD, the OMol25 dataset).

Its total charge is 0. As for the spin multiplicity: 1. For the LUMO energy, the calculation gives 0.586 eV. Its max |F| is 0.6 eV Å⁻¹. The electronic energy is -1130.2761 hartree. The value obtained for the orbital gap is 0.3593 hartree.

Geometry (Å):
H (0.772, -1.361, -0.576)
H (-2.973, 0.891, 1.092)
H (2.786, 0.955, 1.184)
H (3.271, 3.808, 0.206)
H (-1.264, -0.875, 1.073)
C (2.070, -2.611, 0.575)
N (1.638, 1.695, -0.400)
H (3.524, 3.180, 1.843)
C (-4.014, -2.335, -0.434)
C (4.139, -1.323, -0.734)
C (-3.099, -1.933, 0.721)
H (3.598, -3.723, 1.580)
C (2.896, 3.112, 0.958)
C (-3.555, 0.726, -0.966)
H (-4.647, -3.166, -0.131)
O (-4.714, 1.005, -0.757)
C (0.658, 2.615, 0.184)
C (1.408, 1.032, -1.538)
H (5.440, -2.579, 0.404)
C (2.506, 0.102, -2.026)
C (-0.519, 1.819, 0.804)
C (-2.043, -0.898, 0.305)
H (-3.435, -2.646, -1.301)
C (1.426, 3.388, 1.257)
N (-1.398, 1.426, -0.128)
N (-3.065, 0.532, -2.209)
H (-3.279, -1.091, 2.707)
H (-3.682, 0.666, -2.993)
H (-4.604, -0.666, 1.613)
H (-2.093, 0.355, -2.396)
C (4.415, -2.312, 0.194)
H (0.264, 3.260, -0.610)
H (1.258, -3.109, 1.083)
C (2.827, -0.968, -1.017)
C (-3.925, -1.459, 1.914)
H (4.952, -0.825, -1.244)
O (0.356, 1.146, -2.165)
H (3.727, 1.474, -0.230)
H (-2.539, -2.828, 1.025)
H (1.148, 2.978, 2.230)
H (-1.585, -1.218, -0.635)
C (-2.527, 0.556, 0.152)
H (-1.088, 1.508, -1.094)
C (2.857, 1.699, 0.383)
C (3.382, -2.955, 0.853)
C (1.796, -1.626, -0.357)
H (2.137, -0.358, -2.948)
O (-0.609, 1.604, 1.994)
H (-4.659, -1.510, -0.721)
H (3.400, 0.678, -2.276)
H (1.184, 4.448, 1.244)
H (-4.518, -2.282, 2.307)

Löwdin atomic charge list, values in e, 4 entries: 0.100, 0.151, 0.141, 0.116

---

# C19H27N5O3S

C19H27N5O3S in the gas phase in a non-equilibrium geometry (wB97M-V/def2-TZVPD, the OMol25 dataset).

Its total charge is 0. As for the spin multiplicity: 1. For the LUMO energy, the calculation gives 0.620 eV. Its max |F| is 1.1 eV Å⁻¹. The electronic energy is -1637.9128 hartree. The value obtained for the orbital gap is 0.3537 hartree.

Geometry (Å):
S (-4.902, -1.029, 0.546)
H (-3.171, -0.325, 2.432)
C (4.397, 2.575, 1.322)
H (0.722, 2.707, -0.529)
H (0.559, -1.522, 0.665)
C (-5.008, 1.873, 0.187)
H (-0.658, -0.247, 2.487)
H (-1.243, -2.892, -0.155)
O (-0.632, 0.866, -1.042)
C (3.904, -0.694, -0.347)
H (-3.218, -2.011, -1.295)
C (-5.606, 1.903, -1.855)
C (2.793, 2.093, -0.407)
H (5.083, 3.168, 0.697)
C (3.440, -1.510, 0.679)
C (-2.576, -0.356, 1.519)
H (4.006, -0.438, -2.470)
H (1.930, -3.922, -1.142)
C (-2.617, -1.330, -0.691)
O (-5.391, -1.026, 1.890)
H (-5.883, 2.243, -2.832)
C (1.407, 2.291, 0.212)
H (4.968, 2.120, 2.130)
C (-5.157, 0.565, -0.192)
H (-4.731, 2.267, 1.143)
H (-5.739, -0.230, -2.038)
N (-3.261, -1.238, 0.603)
C (2.738, -2.668, 0.396)
C (-0.076, 0.367, -0.084)
H (2.737, -2.480, -2.974)
H (1.438, 0.511, 1.288)
H (-2.503, 0.660, 1.101)
N (-5.532, 0.601, -1.506)
N (-5.293, 2.687, -0.858)
H (3.661, 3.248, 1.758)
C (2.934, -2.211, -1.946)
H (-2.573, -0.347, -1.178)
H (3.640, -1.233, 1.704)
C (-1.198, -1.866, -0.523)
H (-1.269, -1.893, 2.236)
C (-0.395, -1.021, 0.471)
H (5.401, 0.352, 0.747)
H (2.687, 1.386, -1.232)
H (1.459, 2.960, 1.075)
C (4.640, 0.573, -0.006)
H (2.398, -3.303, 1.201)
C (3.644, -1.057, -1.661)
H (-0.701, -1.860, -1.494)
N (3.714, 1.540, 0.576)
O (-5.439, -1.972, -0.394)
C (2.481, -3.020, -0.920)
C (-1.177, -0.903, 1.787)
H (5.150, 0.975, -0.897)
N (0.863, 1.022, 0.635)
H (3.158, 3.048, -0.816)

Löwdin atomic charge list, values in e, 4 entries: 0.667, 0.120, -0.092, 0.121